Record 1
DFT (the ωB97M-V functional and the def2-TZVPD basis) results for a 9-piece molecular cluster, C37H96ClN8O12 overall at a distorted geometry.

Total charge: -1
Highest occupied orbital energy in eV: -5.36
Kohn-Sham gap in eV: 7.7435
Energy relative to the best compared isomer or geometry (same formula, charge and spin) in kcal/mol: 0.0
Strongest force on any atom in Eh/bohr: 0.0467

Atoms and positions in Å:
Cl (-17.482, -7.638, 5.003)
O (-17.961, -8.838, 5.647)
O (-16.166, -7.909, 4.465)
O (-18.384, -7.261, 3.940)
O (-17.408, -6.546, 5.948)
C (-14.807, -11.914, 6.127)
C (-13.704, -10.914, 6.480)
C (-12.390, -11.599, 6.806)
O (-11.323, -10.734, 7.085)
C (-10.114, -11.414, 7.283)
N (-13.507, -10.026, 5.286)
H (-14.784, -12.800, 6.773)
H (-14.925, -12.129, 5.067)
H (-15.773, -11.439, 6.353)
H (-14.022, -10.238, 7.270)
H (-12.108, -12.168, 5.900)
H (-12.574, -12.314, 7.624)
H (-9.525, -11.479, 6.355)
H (-10.287, -12.456, 7.580)
H (-9.520, -10.863, 8.011)
H (-13.171, -10.687, 4.588)
H (-14.450, -9.805, 4.968)
C (-15.940, -10.733, 2.334)
C (-15.021, -11.881, 1.918)
C (-14.950, -12.005, 0.392)
O (-13.995, -13.008, 0.058)
C (-14.572, -14.272, -0.073)
N (-13.699, -11.601, 2.495)
H (-16.044, -10.671, 3.411)
H (-16.893, -10.775, 1.794)
H (-15.566, -9.771, 1.960)
H (-15.419, -12.788, 2.380)
H (-14.598, -11.023, 0.063)
H (-15.904, -12.237, -0.088)
H (-15.141, -14.570, 0.811)
H (-13.788, -15.008, -0.278)
H (-15.181, -14.400, -0.983)
H (-13.236, -10.855, 1.981)
H (-13.136, -12.426, 2.295)
C (-17.009, -2.950, 7.188)
C (-16.531, -3.304, 8.597)
C (-16.040, -2.068, 9.290)
O (-15.630, -2.321, 10.615)
C (-14.732, -1.375, 11.097)
N (-17.704, -3.852, 9.304)
H (-17.012, -3.831, 6.545)
H (-16.400, -2.182, 6.705)
H (-18.024, -2.551, 7.249)
H (-15.703, -4.014, 8.495)
H (-16.815, -1.284, 9.296)
H (-15.244, -1.625, 8.670)
H (-15.065, -0.329, 11.016)
H (-13.791, -1.379, 10.524)
H (-14.512, -1.600, 12.138)
H (-17.975, -4.674, 8.766)
H (-17.399, -4.230, 10.198)
C (-14.792, -3.950, 0.564)
C (-14.986, -2.863, 1.588)
C (-14.086, -2.977, 2.813)
O (-13.999, -4.225, 3.419)
C (-15.220, -4.605, 4.057)
N (-14.826, -1.487, 1.053)
H (-15.297, -3.702, -0.379)
H (-15.297, -4.866, 0.862)
H (-13.751, -4.108, 0.279)
H (-16.045, -2.875, 1.888)
H (-14.321, -2.180, 3.544)
H (-13.113, -2.599, 2.466)
H (-14.988, -5.458, 4.690)
H (-16.130, -4.734, 3.475)
H (-15.377, -3.806, 4.801)
H (-15.216, -0.838, 1.728)
H (-15.394, -1.370, 0.222)
C (-14.623, -6.896, 8.467)
C (-13.587, -7.094, 7.308)
C (-12.850, -5.792, 7.069)
O (-11.977, -5.906, 5.949)
C (-11.395, -4.662, 5.690)
N (-12.607, -8.146, 7.557)
H (-14.358, -7.580, 9.271)
H (-15.579, -7.112, 7.985)
H (-14.711, -5.884, 8.869)
H (-14.176, -7.348, 6.427)
H (-12.282, -5.417, 7.934)
H (-13.585, -5.016, 6.792)
H (-10.800, -4.247, 6.520)
H (-12.116, -3.907, 5.349)
H (-10.672, -4.829, 4.885)
H (-11.878, -7.803, 8.177)
H (-13.071, -8.883, 8.072)
C (-22.788, -12.046, 6.056)
C (-23.017, -10.590, 6.488)
C (-22.214, -9.649, 5.633)
O (-22.428, -8.326, 6.081)
C (-21.308, -7.495, 5.925)
N (-24.469, -10.397, 6.362)
H (-23.072, -12.191, 5.015)
H (-23.335, -12.699, 6.736)
H (-21.729, -12.316, 6.127)
H (-22.638, -10.510, 7.515)
H (-22.487, -9.685, 4.572)
H (-21.170, -9.962, 5.760)
H (-21.495, -6.508, 6.361)
H (-21.105, -7.229, 4.880)
H (-20.402, -7.868, 6.408)
H (-24.736, -9.476, 6.694)
H (-24.924, -11.076, 6.962)
C (-13.563, -7.042, 1.597)
C (-12.582, -7.687, 2.604)
C (-11.253, -6.986, 2.457)
O (-10.361, -7.364, 3.470)
C (-9.039, -6.963, 3.273)
N (-13.162, -7.426, 3.947)
H (-13.362, -5.982, 1.528)
H (-14.562, -7.398, 1.849)
H (-13.439, -7.465, 0.582)
H (-12.532, -8.762, 2.435)
H (-11.384, -5.890, 2.472)
H (-10.824, -7.187, 1.457)
H (-8.868, -5.949, 3.667)
H (-8.784, -6.973, 2.205)
H (-8.379, -7.626, 3.832)
H (-14.048, -7.888, 3.741)
H (-13.488, -6.465, 4.015)
C (-20.524, -10.867, 9.688)
C (-19.045, -11.039, 9.280)
C (-18.276, -9.714, 9.480)
C (-16.780, -9.948, 9.729)
C (-16.547, -10.829, 10.942)
C (-17.188, -12.221, 10.765)
N (-18.507, -12.077, 10.179)
O (-19.130, -13.332, 9.985)
C (-16.240, -13.134, 9.983)
C (-17.390, -12.763, 12.197)
C (-18.928, -11.452, 7.825)
H (-21.075, -11.654, 9.173)
H (-20.887, -9.889, 9.360)
H (-20.621, -10.863, 10.773)
H (-18.268, -9.247, 8.492)
H (-18.777, -9.086, 10.218)
H (-16.289, -8.980, 9.806)
H (-16.457, -10.484, 8.830)
H (-16.939, -10.355, 11.844)
H (-15.464, -10.970, 10.993)
H (-16.736, -14.111, 9.966)
H (-16.121, -12.845, 8.938)
H (-15.268, -13.268, 10.455)
H (-16.424, -12.748, 12.708)
H (-18.051, -12.069, 12.716)
H (-17.846, -13.751, 12.176)
H (-17.917, -11.639, 7.475)
H (-19.451, -10.742, 7.169)
H (-19.581, -12.299, 7.567)
H (-19.919, -13.291, 10.537)

Record 2
DFT (the ωB97M-V functional and the def2-TZVPD basis) results for one molecule with the formula C3H5NO2 at a distorted geometry.

Total charge: 0
Highest occupied orbital energy in eV: -10.47
SMILES string: C/N=C/C(=O)O
Kohn-Sham gap in eV: 9.8953
Energy relative to the best compared isomer or geometry (same formula, charge and spin) in kcal/mol: 54.3
Strongest force on any atom in Eh/bohr: 0.0751

Atoms and positions in Å:
C (0.199, -1.668, -0.446)
N (-0.367, -0.331, -0.305)
C (0.527, 0.584, -0.009)
C (-0.039, 1.849, 0.464)
O (0.487, 2.825, 0.910)
O (-1.489, 1.456, 0.703)
H (0.675, -2.015, 0.477)
H (0.928, -1.688, -1.264)
H (-0.604, -2.354, -0.727)
H (1.584, 0.401, 0.219)
H (-1.902, 0.942, -0.023)

Record 3
DFT (the ωB97M-V functional and the def2-TZVPD basis) results for C9H11ClF9NO11PS3 as an isolated structure.

Total charge: -1
Highest occupied orbital energy in eV: -6.70
Kohn-Sham gap in eV: 9.1998
Energy relative to the best compared isomer or geometry (same formula, charge and spin) in kcal/mol: 0.0
Strongest force on any atom in Eh/bohr: 0.0142

Atoms and positions in Å:
O (2.583, 1.538, 3.361)
S (3.601, 0.746, 2.716)
O (4.719, 0.251, 3.487)
N (3.007, -0.475, 1.865)
S (1.521, -0.886, 1.887)
O (0.843, -0.877, 3.149)
O (1.294, -1.958, 0.970)
S (0.413, 0.682, 0.759)
O (1.304, 1.511, -0.011)
O (-0.625, -0.035, 0.057)
C (-0.567, 1.812, 1.903)
F (-1.232, 1.115, 2.811)
F (0.175, 2.723, 2.500)
F (-1.455, 2.435, 1.116)
P (4.756, 2.032, 1.328)
O (4.583, 1.112, -0.007)
Cl (3.424, 3.545, 0.989)
H (5.399, 1.115, -0.524)
C (-3.061, -1.517, 1.576)
C (-3.446, -2.361, 2.762)
O (-4.893, -2.448, 2.914)
C (-5.512, -3.338, 2.170)
O (-5.046, -4.116, 1.389)
C (-7.031, -3.303, 2.480)
F (-7.504, -2.053, 2.532)
F (-7.266, -3.884, 3.670)
F (-7.716, -3.970, 1.553)
H (-3.505, -0.523, 1.646)
H (-1.980, -1.410, 1.529)
H (-3.390, -1.972, 0.641)
H (-3.108, -1.916, 3.694)
H (-3.040, -3.370, 2.693)
C (1.016, -0.204, -4.155)
C (1.126, 1.174, -3.543)
O (2.491, 1.662, -3.611)
C (2.873, 2.196, -4.748)
O (2.239, 2.350, -5.754)
C (4.339, 2.686, -4.623)
F (5.122, 1.775, -4.032)
F (4.385, 3.811, -3.895)
F (4.847, 2.950, -5.828)
H (1.709, -0.888, -3.666)
H (0.003, -0.579, -4.016)
H (1.239, -0.183, -5.222)
H (0.898, 1.154, -2.480)
H (0.469, 1.891, -4.033)

Record 4
DFT (the ωB97M-V functional and the def2-TZVPD basis) results for a 2-piece molecular cluster, C5H12O2 overall at a distorted geometry.

Total charge: 0
Highest occupied orbital energy in eV: -9.44
SMILES string: CC/C=C\CO.O
Kohn-Sham gap in eV: 10.1877
Energy relative to the best compared isomer or geometry (same formula, charge and spin) in kcal/mol: 72.9
Strongest force on any atom in Eh/bohr: 0.0924

Atoms and positions in Å:
C (-1.982, 0.750, 0.222)
C (-1.052, -0.087, -0.529)
C (0.115, 0.671, -1.154)
C (1.302, 1.014, -0.602)
C (1.673, 0.838, 0.862)
O (1.285, 1.972, 1.697)
H (-2.886, 0.246, 0.681)
H (-2.247, 1.812, -0.391)
H (-1.456, 1.132, 1.126)
H (-1.551, -0.548, -1.355)
H (-0.506, -0.710, 0.228)
H (0.023, 0.969, -2.229)
H (2.159, 1.411, -1.308)
H (2.745, 0.500, 1.018)
H (0.935, 0.167, 1.251)
H (1.581, 1.928, 2.665)
O (0.306, -3.885, -0.563)
H (-0.512, -3.986, -0.072)
H (0.067, -4.193, -1.547)

Record 5
DFT (the ωB97M-V functional and the def2-TZVPD basis) results for C25H38Cl3IrN3O3S3Si4Te as an isolated structure.

Total charge: 0
2S+1: 6
Highest occupied orbital energy (alpha / beta) in eV: -7.17 / -7.69
Kohn-Sham gap (alpha / beta) in eV: 7.0520 / 5.3324
Strongest force on any atom in Eh/bohr: 0.0157

Atoms and positions in Å:
Ir (0.257, -0.112, 2.349)
Cl (1.120, 6.419, 5.017)
C (0.981, 5.038, 3.972)
C (1.804, 3.946, 4.169)
C (1.675, 2.857, 3.327)
Cl (2.707, 1.478, 3.604)
C (0.749, 2.794, 2.277)
O (0.622, 1.754, 1.470)
C (-0.062, 3.930, 2.136)
Cl (-1.284, 3.930, 0.906)
C (0.041, 5.037, 2.958)
H (2.534, 3.936, 4.967)
H (-0.622, 5.879, 2.814)
N (1.312, -1.878, 3.382)
C (1.245, -3.202, 2.750)
C (1.500, -3.221, 1.251)
O (1.551, -4.266, 0.648)
O (1.603, -2.014, 0.701)
H (2.274, -1.604, 3.558)
H (0.853, -1.927, 4.285)
H (0.225, -3.571, 2.865)
H (1.907, -3.937, 3.210)
S (-5.150, 4.231, 2.756)
C (-4.145, 2.939, 2.944)
S (-2.876, 2.839, 4.134)
C (-2.402, 1.282, 3.521)
N (-3.126, 0.864, 2.545)
N (-4.111, 1.773, 2.242)
C (-4.939, 1.457, 1.116)
C (-4.331, 1.090, -0.074)
C (-5.118, 0.754, -1.165)
C (-6.501, 0.795, -1.063)
C (-7.097, 1.166, 0.135)
C (-6.318, 1.494, 1.234)
S (-1.043, 0.422, 4.211)
H (-3.252, 1.069, -0.132)
H (-4.647, 0.468, -2.098)
H (-7.116, 0.539, -1.917)
H (-8.176, 1.196, 0.217)
H (-6.769, 1.789, 2.171)
C (1.264, 0.583, -3.664)
Si (0.997, 0.822, -1.822)
C (-0.682, 1.595, -1.583)
C (2.274, 1.979, -1.124)
Si (1.015, -1.429, -0.927)
Te (-1.329, -0.968, 0.449)
Si (0.080, -2.973, -2.441)
C (-0.542, -4.551, -1.665)
C (1.323, -3.348, -3.793)
C (-1.429, -2.130, -3.175)
Si (3.548, -1.440, -1.325)
C (4.344, -0.711, -2.847)
C (4.216, -0.604, 0.214)
C (4.023, -3.254, -1.323)
H (1.312, 1.592, -4.092)
H (0.433, 0.066, -4.145)
H (2.186, 0.071, -3.924)
H (-0.707, 2.527, -2.159)
H (-0.823, 1.854, -0.528)
H (-1.503, 0.960, -1.922)
H (2.076, 2.967, -1.555)
H (3.305, 1.710, -1.363)
H (2.155, 2.055, -0.040)
H (-1.117, -5.098, -2.418)
H (-1.210, -4.340, -0.826)
H (0.266, -5.188, -1.303)
H (2.206, -3.848, -3.387)
H (1.649, -2.438, -4.304)
H (0.875, -4.010, -4.540)
H (-2.190, -1.971, -2.407)
H (-1.854, -2.798, -3.931)
H (-1.231, -1.171, -3.654)
H (4.208, 0.363, -2.976)
H (4.006, -1.221, -3.753)
H (5.418, -0.906, -2.746)
H (3.862, 0.419, 0.346)
H (5.309, -0.577, 0.141)
H (3.949, -1.164, 1.110)
H (4.235, -3.577, -2.345)
H (3.265, -3.915, -0.906)
H (4.942, -3.370, -0.739)

Record 6
DFT (the ωB97M-V functional and the def2-TZVPD basis) results for C6H9Cl3MoN2O5S6Sb as an isolated structure.

Total charge: -1
2S+1: 3
Highest occupied orbital energy (alpha / beta) in eV: -4.25 / -4.28
Kohn-Sham gap (alpha / beta) in eV: 6.1639 / 6.3047
Energy relative to the best compared isomer or geometry (same formula, charge and spin) in kcal/mol: 0.0
Strongest force on any atom in Eh/bohr: 0.0163

Atoms and positions in Å:
Mo (0.358, 0.528, -0.987)
S (4.776, 2.809, -2.485)
Sb (4.413, 0.911, -1.318)
S (2.189, 0.099, -2.264)
S (1.424, 2.345, 0.012)
S (3.220, 1.771, 0.765)
C (1.782, -0.496, 3.471)
O (2.129, -1.553, 2.557)
C (1.656, -1.439, 1.319)
O (0.964, -0.490, 0.956)
N (1.977, -2.524, 0.585)
N (1.490, -2.656, -0.700)
H (2.201, -0.793, 4.427)
H (0.700, -0.397, 3.537)
H (2.209, 0.444, 3.134)
H (2.586, -3.210, 0.999)
H (0.932, -3.492, -0.815)
H (2.221, -2.583, -1.393)
Cl (-1.656, -3.241, 1.912)
C (-2.349, -1.932, 0.923)
Cl (-4.060, -2.291, 0.624)
Cl (-2.244, -0.430, 1.832)
C (-1.599, -1.964, -0.487)
O (-1.674, -3.021, -1.070)
O (-1.022, -0.904, -0.885)
C (-3.721, 3.733, -1.819)
O (-2.705, 3.121, -2.614)
C (-1.819, 2.344, -2.004)
S (-0.656, 1.589, -2.972)
S (-1.790, 2.060, -0.351)
H (-3.280, 4.384, -1.064)
H (-4.319, 2.971, -1.317)
H (-4.333, 4.305, -2.510)